Below is 2 unconnected molecules or ions with the total composition C32H32N2O3S in a non-equilibrium geometry, with properties calculated with ωB97M-V with the def2-TZVPD basis set.

Properties
Strongest force on any atom (hartree/bohr): 0.0682
HOMO level (eV): -6.62
Total charge: 0
Frontier orbital gap (hartree): 0.1877
LUMO level (hartree): -0.0555
Energy above the lowest of the compared OMol25 structures with the same formula, charge and spin (kcal/mol): 0.7

Cartesian coordinates (Å):
C -0.90320 4.47491 0.91047
O -0.20653 3.53143 1.78146
C -0.30924 2.15281 1.77753
C -1.64786 1.60220 2.02953
C -2.08274 0.45005 1.35514
C -3.38933 -0.01298 1.47397
C -4.28351 0.64907 2.31909
C -3.86513 1.79622 3.01020
C -2.56874 2.28398 2.86536
C 0.97240 1.61091 1.96483
N 1.38535 0.35969 2.35681
C 0.45541 -0.71266 2.68420
C 2.75738 0.20661 2.39449
C 3.36761 -1.12493 2.67026
C 3.41875 1.37928 2.18553
C 4.88243 1.63191 2.14559
S 2.32840 2.70187 2.03948
H -1.26959 5.26576 1.56966
H -0.14615 4.92468 0.25118
H -1.72773 4.01278 0.35235
H -1.36378 -0.06062 0.71057
H -3.69243 -0.91415 0.93320
H -5.29898 0.25768 2.43384
H -4.55797 2.29125 3.69058
H -2.21978 3.15750 3.41544
H 0.99643 -1.48762 3.23815
H -0.37375 -0.34968 3.30591
H 0.05168 -1.17943 1.77487
H 4.42892 -1.06979 2.40529
H 3.33612 -1.41741 3.73424
H 2.92819 -1.94592 2.08386
H 5.44827 0.69648 2.20932
H 5.14817 2.14685 1.21003
H 5.18425 2.28506 2.97802
O -4.30037 -0.79835 -3.03628
C -3.57224 -1.79332 -3.18327
O -2.92268 -2.33907 -4.09550
C -3.31921 -2.54537 -1.79200
C -3.13413 -4.05500 -1.90731
C -1.66325 -4.19574 -2.05750
C -1.02779 -2.99526 -1.68686
C 0.35377 -2.84589 -1.71125
C 1.10798 -3.91219 -2.22312
C 0.48168 -5.10108 -2.62883
C -0.91143 -5.25520 -2.53391
N -1.99944 -2.02166 -1.46927
C -1.81271 -0.68244 -1.38710
C -0.63763 -0.01641 -1.74750
C -0.16594 1.17083 -1.18825
C 1.08046 1.76888 -1.59007
C 1.61603 2.89116 -0.91076
C 2.91079 3.33088 -1.13580
C 3.70210 2.69214 -2.09591
C 3.16300 1.63966 -2.85376
C 1.85681 1.21875 -2.64485
H -4.07602 -2.23714 -1.06429
H -3.47239 -4.50050 -0.96465
H -3.69291 -4.50783 -2.72589
H 0.81842 -1.92406 -1.35178
H 2.19202 -3.80806 -2.29291
H 1.09256 -5.92511 -3.01300
H -1.43367 -6.16311 -2.81799
H -2.72061 -0.11738 -1.14118
H -0.11188 -0.45558 -2.60472
H -0.79321 1.68129 -0.46011
H 0.98268 3.40966 -0.19101
H 3.29935 4.18123 -0.56983
H 4.72891 3.01929 -2.27099
H 3.76316 1.15368 -3.62480
H 1.43446 0.44446 -3.28820

Forces on the atoms, in the same order (eV/Å):
0.481 -0.802 0.570
-0.091 1.478 0.134
1.604 -0.447 0.563
-0.461 -0.131 -0.233
0.033 0.185 0.066
0.030 -0.052 0.444
0.089 -0.050 -0.125
0.055 -0.222 -0.041
0.276 -0.435 -0.358
-2.113 0.726 0.502
-1.052 -0.498 -0.065
0.241 -0.207 0.034
0.994 0.865 -0.172
0.511 -0.344 0.020
0.015 -1.543 0.424
0.236 0.212 -0.047
-0.356 0.417 -0.043
-0.163 -0.186 -0.140
-0.431 -0.178 -0.037
0.239 0.096 0.098
-0.425 0.188 0.438
0.009 0.327 0.181
0.365 0.271 -0.014
0.167 -0.062 -0.200
-0.196 -0.142 -0.172
-0.174 0.256 -0.085
0.314 -0.020 -0.242
-0.025 0.088 0.213
-0.229 -0.114 0.049
-0.175 0.194 -0.322
0.037 0.322 0.115
-0.055 0.276 -0.016
0.059 -0.171 0.225
0.042 -0.184 -0.180
0.531 -0.136 -0.651
-0.255 -0.877 0.212
-0.644 0.844 0.022
-0.972 -0.136 -0.131
-0.343 0.099 0.516
0.833 0.321 -0.037
0.496 -1.002 -0.941
0.184 -0.153 -0.032
-0.323 -0.115 0.260
0.002 0.023 0.031
0.254 0.375 0.325
0.638 3.382 0.685
-1.899 -2.168 0.154
1.943 1.866 0.102
-1.800 -1.586 -1.461
1.350 0.728 -0.624
-0.765 -0.506 -0.193
0.304 0.018 -0.629
-0.222 -0.078 0.146
-0.100 0.241 -0.032
0.083 -0.001 0.499
0.243 0.014 -0.090
0.092 -0.269 -0.116
0.022 0.259 -0.031
-0.020 -0.465 -0.250
-0.333 -0.102 0.034
-0.250 0.366 0.122
0.300 -0.003 -0.095
0.317 -0.377 -0.155
0.031 -0.093 0.701
0.383 -0.178 -0.040
0.385 -0.383 -0.201
-0.118 -0.312 -0.203
-0.309 -0.105 0.064
-0.168 0.220 0.182
0.282 0.172 0.270